A molecular structure, C28H40F5KN6O3Te. Source: the OMol25 dataset; level of theory: ωB97M-V/def2-TZVPD.

E_LUMO = -0.586 eV
DFT total energy = -3012.5238 Ha

```
84
Properties=species:S:1:pos:R:3:forces:R:3:lowdin_charge:R:1
K 0.248 -0.843 1.844 -0.2 -0.1 0.0 0.742
C 0.807 5.612 -2.680 0.0 0.0 0.0 -0.055
C 0.990 4.268 -2.036 0.0 0.0 0.0 -0.265
C 1.711 3.275 -2.600 0.0 -0.1 0.0 -0.002
C 1.957 2.044 -1.899 0.1 0.0 0.1 -0.124
C 2.874 1.083 -2.257 0.0 0.0 0.0 -0.028
N 3.355 0.778 -3.472 0.0 0.0 0.0 0.033
C 2.719 1.094 -4.750 0.0 0.0 0.0 -0.170
C 1.246 0.688 -4.829 0.0 0.0 0.0 -0.151
C 0.955 -0.815 -4.820 0.0 -0.1 0.0 -0.152
N 1.224 -1.454 -3.537 0.0 0.1 0.0 0.054
C 0.389 -1.795 -2.554 0.0 0.0 0.0 -0.005
C -0.977 -1.977 -2.472 -0.1 0.0 0.0 -0.106
C -1.950 -2.027 -3.532 0.0 0.0 0.0 -0.003
C -3.267 -2.199 -3.284 0.0 0.0 0.0 -0.272
C -4.287 -2.315 -4.381 0.0 0.0 0.0 -0.058
C -3.714 -2.272 -1.914 0.0 0.0 0.0 0.028
C -2.867 -2.254 -0.865 0.0 0.1 0.0 -0.132
C -3.289 -2.244 0.571 0.0 0.0 0.0 -0.119
N -3.518 -1.205 1.255 0.0 0.0 0.0 0.080
C -3.442 0.090 0.578 0.0 0.0 0.0 -0.228
C -3.422 1.262 1.550 0.0 0.0 0.0 -0.174
C -2.083 1.508 2.250 0.0 0.1 0.0 -0.236
N -1.044 1.610 1.242 0.0 -0.2 0.1 0.018
C -0.378 2.671 1.116 -0.1 0.0 -0.2 -0.092
C 0.500 2.869 -0.060 0.0 0.0 0.0 -0.089
C 0.388 4.028 -0.749 0.0 0.0 0.0 0.029
C 1.338 1.789 -0.595 0.1 0.1 0.0 -0.320
O 1.523 0.719 -0.017 -0.5 -0.1 0.0 -0.082
C -1.427 -2.181 -1.090 0.3 0.0 -0.1 -0.336
O -0.638 -2.251 -0.140 -0.1 0.0 0.2 -0.085
H 1.158 5.605 -3.712 0.0 0.0 0.0 0.074
H 1.361 6.384 -2.141 0.0 0.0 0.0 0.084
H -0.244 5.909 -2.682 0.0 0.0 0.0 0.079
H 2.190 3.456 -3.554 0.0 0.0 0.0 0.106
H 3.240 0.454 -1.450 0.0 0.0 0.0 0.143
H 4.114 0.118 -3.492 0.0 0.0 0.0 0.142
H 3.293 0.574 -5.518 0.0 0.0 0.0 0.125
H 2.808 2.158 -4.969 0.0 0.0 0.0 0.102
H 0.860 1.088 -5.770 0.0 0.0 0.0 0.122
H 0.679 1.168 -4.030 0.0 0.0 0.0 0.111
H 1.549 -1.318 -5.587 0.0 0.0 0.0 0.126
H -0.088 -0.969 -5.070 0.0 0.0 0.0 0.095
H 2.185 -1.405 -3.246 0.0 0.0 0.0 0.125
H 0.898 -1.961 -1.608 0.0 0.0 0.0 0.144
H -1.627 -1.985 -4.564 0.0 0.0 0.0 0.098
H -3.821 -2.216 -5.361 0.0 0.0 0.0 0.073
H -5.054 -1.543 -4.291 0.0 0.0 0.0 0.080
H -4.795 -3.281 -4.346 0.0 0.0 0.0 0.082
H -4.784 -2.335 -1.731 0.0 0.0 0.0 0.131
H -3.365 -3.205 1.080 0.0 0.0 0.0 0.121
H -4.324 0.188 -0.063 0.0 0.0 0.0 0.121
H -2.567 0.148 -0.076 0.0 0.0 0.0 0.109
H -4.202 1.132 2.303 0.0 0.0 0.0 0.112
H -3.666 2.162 0.978 0.0 0.0 0.0 0.110
H -1.831 0.702 2.947 -0.1 -0.1 -0.1 0.080
H -2.161 2.419 2.861 0.0 0.0 0.0 0.113
H -0.524 3.536 1.778 0.0 0.0 0.0 0.136
H -0.233 4.818 -0.334 0.0 0.0 0.0 0.126
N -0.313 0.489 5.040 0.0 0.0 0.0 0.006
C -0.005 -0.338 6.213 0.0 0.0 0.0 -0.276
C 0.693 -1.612 5.759 0.0 0.0 0.0 -0.204
C -0.231 -2.555 4.991 0.0 0.0 0.0 -0.214
C 0.522 -3.690 4.311 0.0 0.0 0.0 -0.283
N 1.355 -3.172 3.227 0.0 0.2 0.0 -0.020
H 0.558 0.723 4.565 0.0 0.0 0.0 0.027
H -0.734 1.364 5.327 0.0 0.0 0.0 0.071
H -0.941 -0.589 6.722 0.0 0.0 0.0 0.109
H 0.629 0.184 6.939 0.0 0.0 0.0 0.106
H 1.123 -2.138 6.616 0.0 0.0 0.0 0.117
H 1.533 -1.300 5.129 0.0 0.0 0.0 0.094
H -0.794 -1.971 4.257 0.0 -0.1 -0.1 0.085
H -0.973 -2.989 5.668 0.0 0.1 0.1 0.114
H -0.191 -4.398 3.882 0.0 0.0 0.0 0.108
H 1.098 -4.236 5.072 0.0 0.0 0.0 0.110
H 1.814 -3.910 2.709 -0.1 0.0 0.0 0.080
H 2.101 -2.587 3.589 0.1 0.0 0.0 0.039
F 4.895 -0.056 1.007 0.1 -0.1 0.1 -0.371
Te 3.564 0.264 2.282 0.4 -0.6 0.6 1.782
F 3.471 1.906 1.358 0.0 -0.1 -0.2 -0.372
F 4.885 1.074 3.327 -0.1 0.4 -0.1 -0.382
F 4.146 -1.232 3.286 0.0 0.0 0.0 -0.397
F 2.756 -1.187 1.317 0.0 0.5 -0.4 -0.460
O 2.070 0.598 3.187 0.0 0.0 0.2 -0.642
```
Positions in Å, forces in eV/Å.

4 unconnected molecules or ions with the total composition H8O4. Source: the OMol25 dataset; level of theory: ωB97M-V/def2-TZVPD.

SMILES = O.O.O.O
E_LUMO = 0.104 eV
DFT total energy = -305.7411 Ha

```
12
Properties=species:S:1:pos:R:3:forces:R:3:nbo_charge:R:1
O -3.235 -0.672 0.308 0.0 0.2 -0.1 -0.931
H -3.428 -0.359 1.192 -0.2 0.0 0.2 0.464
H -2.343 -1.017 0.365 0.2 -0.3 -0.1 0.468
O 2.150 2.290 -0.606 0.0 -0.4 0.1 -0.934
H 1.450 2.925 -0.756 -0.2 0.2 -0.1 0.473
H 2.391 2.411 0.312 0.2 0.2 0.2 0.463
O 0.309 -0.184 0.578 -0.2 0.1 0.5 -0.951
H -0.448 0.381 0.734 -0.3 0.2 0.0 0.479
H 1.064 0.400 0.651 0.3 0.2 -0.3 0.491
O 0.431 -2.215 -1.166 -0.1 -0.6 -0.5 -0.964
H 1.365 -2.418 -1.113 0.2 -0.1 0.0 0.458
H 0.293 -1.542 -0.500 0.1 0.4 0.2 0.484
```
Positions in Å, forces in eV/Å.

2 unconnected molecules or ions with the total composition C2H8N3. Source: the OMol25 dataset; level of theory: ωB97M-V/def2-TZVPD.

E_LUMO (spin up / spin down) = -4.718 / -4.659 eV
net charge = +1
DFT total energy = -244.8808 Ha

```
13
Properties=species:S:1:pos:R:3:forces:R:3:nbo_charge:R:1
C 0.000 1.123 0.248 -1.1 -0.2 -1.0 0.370
C 0.073 -1.244 -0.132 1.3 -1.6 4.8 0.166
N 0.420 2.274 -0.216 1.3 -0.6 -0.2 -0.700
N -1.211 -1.605 -0.085 0.3 1.6 0.5 -0.814
N 0.616 0.015 -0.056 -0.7 2.0 -0.1 -0.506
H -0.992 1.044 0.595 -0.9 0.0 1.0 0.220
H 0.812 -1.762 1.655 -0.7 0.4 -2.1 -0.067
H 0.659 -1.936 -0.612 1.7 -1.1 -1.5 0.227
H 0.143 3.179 0.103 -0.2 0.3 0.1 0.447
H 1.214 2.155 -0.832 0.1 1.1 0.0 0.407
H -1.814 -1.415 0.681 -0.6 0.0 0.0 0.420
H -1.440 -2.009 -0.935 -1.7 -1.3 -1.2 0.411
H 1.521 0.182 -0.414 1.4 -0.6 -0.5 0.419
```
Positions in Å, forces in eV/Å.

A gas-phase ion, C3H5N2O (charge +1). Source: the OMol25 dataset; level of theory: ωB97M-V/def2-TZVPD.

SMILES = C=NC(O)=[N+]=C
E_LUMO = -5.733 eV
net charge = +1
DFT total energy = -301.6976 Ha

```
11
Properties=species:S:1:pos:R:3:forces:R:3:nbo_charge:R:1
C 1.660 -0.876 -0.351 -1.0 -0.2 0.7 0.024
N 1.407 -0.034 0.527 -1.5 3.7 1.6 -0.356
C 0.096 0.815 0.505 5.7 1.9 1.3 0.773
O 0.384 2.090 0.890 -1.0 -2.1 -0.4 -0.598
N -0.957 0.268 0.220 -2.3 -1.0 -0.7 -0.373
C -1.718 -0.539 -0.365 0.1 -1.5 -0.6 0.101
H 0.841 -1.150 -0.958 -0.5 -0.7 -1.8 0.154
H 2.587 -1.410 -0.278 0.4 -0.2 -0.3 0.239
H -0.355 2.732 1.087 0.5 -1.2 -0.5 0.541
H -2.162 -1.404 0.219 0.1 1.3 -0.7 0.252
H -1.782 -0.492 -1.496 -0.3 0.0 1.4 0.243
```
Positions in Å, forces in eV/Å.

Strongest force on any atom, record by record: 0.959 0.837 5.237 6.113 eV Å⁻¹
Energy above the lowest of the compared OMol25 structures with the same formula, charge and spin, record by record: 42.7 23.9 117.2 82.6 kcal/mol